Record 1
Computed, not measured: a molecular structure, C33H43N8NaO3S2, with the ωB97M-V functional and the def2-TZVPD basis.

Calculated values
- Kohn-Sham gap (Eh) = 0.1953
- maximum force (eV Å⁻¹) = 0.899
- net charge = -2
- energy (eV) = -79072.836
- energy above the lowest of the compared OMol25 structures with the same formula, charge and spin (kcal/mol) = 12.4

XYZ file:
```
90
Properties=species:S:1:pos:R:3:mulliken_charge:R:1
Na 1.299 0.106 2.427 1.0950
O 1.579 -1.693 -1.714 0.0701
C 2.213 -2.844 -1.479 -0.1261
C 2.514 -3.686 -2.553 -0.6641
C 3.200 -4.870 -2.342 -0.3891
C 3.594 -5.230 -1.057 -0.7722
C 3.281 -4.396 0.008 -0.0975
C 2.586 -3.207 -0.175 0.3467
C 2.228 -2.297 0.969 0.2398
O 1.615 -1.204 0.669 -0.6978
N 2.579 -2.727 2.150 -0.7779
N 2.378 -1.774 3.140 0.0265
C 2.262 -2.232 4.324 -0.4694
C 2.134 -1.394 5.515 0.6645
C 2.114 -2.037 6.751 -0.6001
C 1.986 -1.359 7.953 -0.6230
C 1.860 0.034 7.905 -0.3989
C 1.870 0.709 6.706 -0.5460
C 2.012 0.047 5.443 0.3108
O 2.030 0.694 4.353 -0.7310
H 1.498 -1.273 -0.779 0.1496
H 2.201 -3.382 -3.545 0.3444
H 3.429 -5.514 -3.184 0.3682
H 4.134 -6.154 -0.887 0.3560
H 3.562 -4.650 1.022 0.4456
H 2.271 -3.318 4.476 0.2211
H 2.206 -3.121 6.759 0.2635
H 1.974 -1.891 8.897 0.3474
H 1.744 0.593 8.830 0.3167
H 1.759 1.788 6.674 0.3513
C -6.056 -0.189 0.775 -1.0452
C -5.293 -0.382 2.083 -0.4118
N -4.074 -1.138 1.919 -0.2099
C -2.852 -0.518 1.656 0.1633
S -1.583 -1.552 1.124 -0.5161
N -2.833 0.777 1.798 -0.5899
N -1.630 1.391 1.905 0.1362
C -1.551 2.597 1.471 0.5750
C -2.660 3.292 0.727 -1.4897
C -0.295 3.341 1.728 0.5260
C -0.042 4.561 1.090 -0.5767
C 1.134 5.234 1.360 -0.5564
C 2.035 4.690 2.261 -0.7530
C 1.703 3.477 2.851 -0.0169
N 0.577 2.827 2.597 -0.1813
H -6.991 0.355 0.935 0.3512
H -6.298 -1.153 0.320 0.3016
H -5.440 0.371 0.068 0.2183
H -5.931 -0.882 2.821 0.3418
H -5.009 0.587 2.488 0.2915
H -4.143 -2.022 1.439 0.2420
H -3.592 2.764 0.920 0.3876
H -2.472 3.266 -0.352 0.1334
H -2.762 4.336 1.028 0.4542
H -0.738 4.949 0.360 0.2842
H 1.352 6.171 0.857 0.3713
H 2.971 5.181 2.493 0.3880
H 2.356 2.984 3.566 0.3618
C 2.409 0.055 -4.144 -0.5477
C 2.720 1.522 -4.433 -0.4916
C 1.544 2.316 -5.011 -0.6456
C 0.542 2.849 -3.989 -1.0394
N -0.272 1.841 -3.348 0.0652
C -0.100 1.398 -2.068 0.1376
S 1.056 2.023 -1.023 -0.3933
N -0.964 0.461 -1.664 0.8896
C -1.967 -0.183 -2.485 -1.4440
C -1.409 -1.218 -3.473 0.7677
C -2.342 -1.448 -4.658 -0.7238
C -3.672 -2.075 -4.249 -1.2362
H 3.327 -0.517 -3.998 0.3467
H 1.862 -0.400 -4.976 0.3182
H 1.822 -0.070 -3.236 -0.1594
H 3.553 1.582 -5.142 0.4016
H 3.045 2.002 -3.507 0.2226
H 1.017 1.698 -5.750 0.2868
H 1.930 3.188 -5.551 0.3695
H -0.128 3.558 -4.489 0.3508
H 1.065 3.377 -3.192 0.4723
H -0.847 1.278 -3.953 0.0767
H -0.917 0.166 -0.689 -0.7006
H -2.551 0.576 -3.026 0.3311
H -2.647 -0.655 -1.776 0.4533
H -1.242 -2.156 -2.940 0.5223
H -0.422 -0.903 -3.818 -0.5119
H -1.844 -2.093 -5.388 0.4206
H -2.533 -0.491 -5.162 0.2591
H -3.500 -3.007 -3.707 0.3045
H -4.300 -2.294 -5.115 0.3953
H -4.233 -1.415 -3.586 0.2976
```

Record 2
Computed, not measured: a molecular structure, C33H44BN6PdS3Se, with the ωB97M-V functional and the def2-TZVPD basis.

Calculated values
- Kohn-Sham gap (Eh) = 0.2115
- maximum force (eV Å⁻¹) = 0.696
- net charge = +1
- energy (eV) = -145882.016

XYZ file:
```
89
Properties=species:S:1:pos:R:3:mulliken_charge:R:1
Pd 2.948 1.687 0.199 -1.5782
C -0.911 4.654 2.450 -1.7851
C -1.070 3.482 1.537 0.0531
C -2.261 3.083 1.028 -0.6215
C -2.349 1.960 0.153 0.0899
N -1.293 1.271 -0.158 -0.0184
N -0.114 1.662 0.358 0.3812
B 1.077 0.743 0.018 1.3908
N 1.057 -0.566 0.831 1.2244
N -0.095 -0.908 1.430 -0.5542
C -0.206 -2.123 1.882 0.1186
C 0.848 -3.065 1.718 -0.4209
C 2.014 -2.715 1.117 0.3495
C 3.146 -3.661 0.896 -1.9676
C 2.127 -1.355 0.694 0.7353
S 3.533 -0.682 -0.001 -0.4553
C -1.496 -2.500 2.593 2.3998
C -1.989 -3.861 2.084 -1.6864
C -1.202 -2.584 4.096 -1.9172
C -2.573 -1.448 2.335 -1.9473
N 0.939 0.377 -1.496 0.3106
N 0.336 -0.779 -1.782 -0.0660
C 0.095 -1.045 -3.035 0.0435
C 0.437 -0.118 -4.055 -0.4249
C 1.059 1.056 -3.759 -0.0041
C 1.454 2.061 -4.791 -1.8821
C 1.347 1.278 -2.381 0.7446
S 2.216 2.657 -1.809 -0.4618
C -0.553 -2.377 -3.361 2.3162
C 0.402 -3.174 -4.261 -1.8560
C -1.876 -2.122 -4.095 -1.5002
C -0.827 -3.176 -2.088 -1.6634
C 0.074 2.715 1.145 0.3309
S 1.664 3.096 1.618 -0.4363
C -3.678 1.540 -0.450 2.4385
C -3.498 0.328 -1.360 -1.9295
C -4.235 2.710 -1.273 -1.9566
C -4.654 1.197 0.684 -1.4488
H -1.828 5.239 2.489 0.4046
H -0.092 5.291 2.117 0.3961
H -0.668 4.318 3.459 0.3218
H -3.160 3.635 1.272 0.4356
H 0.714 -4.078 2.073 0.3761
H 2.923 -4.638 1.319 0.4014
H 4.064 -3.279 1.343 0.4060
H 3.342 -3.772 -0.173 0.3607
H -1.358 -4.683 2.423 0.4560
H -2.031 -3.888 0.993 0.1569
H -2.993 -4.051 2.462 0.4715
H -0.418 -3.313 4.310 0.3851
H -2.099 -2.891 4.634 0.4644
H -0.883 -1.615 4.485 0.3716
H -2.793 -1.373 1.269 0.1891
H -2.264 -0.463 2.682 0.3379
H -3.487 -1.733 2.858 0.5490
H 0.217 -0.358 -5.087 0.4486
H 1.309 1.659 -5.792 0.4073
H 2.498 2.349 -4.666 0.4281
H 0.859 2.970 -4.693 0.3400
H 0.593 -2.672 -5.211 0.3542
H -0.034 -4.147 -4.488 0.4814
H 1.359 -3.337 -3.762 0.3762
H -1.733 -1.561 -5.019 0.3676
H -2.571 -1.567 -3.462 0.1588
H -2.341 -3.073 -4.357 0.4940
H 0.099 -3.424 -1.566 0.2096
H -1.331 -4.105 -2.356 0.5434
H -1.460 -2.622 -1.394 0.0575
H -2.840 0.556 -2.200 0.3409
H -4.471 0.030 -1.754 0.5695
H -3.062 -0.517 -0.826 0.0857
H -3.536 3.009 -2.055 0.3791
H -4.451 3.583 -0.656 0.3750
H -5.169 2.411 -1.749 0.4744
H -4.265 0.393 1.310 0.1250
H -5.605 0.871 0.262 0.4909
H -4.856 2.058 1.322 0.3699
Se 5.161 2.482 -0.751 0.0737
C 5.127 2.451 1.122 -0.1732
C 5.549 1.306 1.833 0.1026
C 5.582 1.319 3.213 -0.7406
C 5.190 2.462 3.904 -0.3550
C 4.758 3.594 3.225 -0.3713
C 4.717 3.590 1.843 -0.5800
H 5.856 0.430 1.278 0.5580
H 5.917 0.447 3.757 0.4342
H 5.222 2.468 4.986 0.4047
H 4.454 4.475 3.773 0.4427
H 4.396 4.465 1.293 0.4979
```

The lowest maximum force belongs to which entry? C33H44BN6PdS3Se

Among the records above, which one has the highest net charge? C33H44BN6PdS3Se

Number 2 is which compound? C33H44BN6PdS3Se

Look up the energy of the second one. -145882.016 eV